{"formula": "C19H20BN10OOsS", "method": "ωB97M-V/def2-TZVPD", "elements": ["Os", "C", "C", "N", "N", "C", "B", "N", "C", "C", "C", "N", "N", "C", "C", "C", "N", "N", "C", "C", "C", "N", "H", "H", "H", "H", "H", "H", "H", "H", "H", "H", "H", "H", "N", "C", "S", "N", "C", "C", "C", "C", "C", "C", "H", "H", "H", "H", "H", "H", "H", "H", "O"], "coordinates": [[0.360, 0.549, 0.227], [-0.879, -3.433, 1.571], [-0.626, -2.522, 0.558], [-0.223, -1.359, 1.071], [-0.206, -1.494, 2.426], [-0.599, -2.740, 2.732], [0.241, -0.239, 3.243], [1.701, 0.115, 2.782], [2.822, 0.188, 3.512], [3.886, 0.507, 2.687], [3.332, 0.630, 1.424], [2.021, 0.379, 1.484], [-0.769, 0.916, 2.896], [-1.571, 1.609, 3.716], [-2.316, 2.508, 2.975], [-1.903, 2.317, 1.667], [-0.983, 1.351, 1.623], [0.263, -0.384, 4.750], [-0.012, -1.360, 5.650], [0.209, -0.859, 6.911], [0.628, 0.467, 6.691], [0.663, 0.756, 5.408], [-1.216, -4.450, 1.483], [-0.715, -2.639, -0.510], [-0.668, -3.092, 3.741], [2.805, 0.013, 4.573], [4.915, 0.639, 2.969], [3.794, 0.879, 0.483], [-1.570, 1.429, 4.776], [-3.048, 3.206, 3.338], [-2.213, 2.814, 0.763], [-0.343, -2.344, 5.384], [0.083, -1.379, 7.845], [0.905, 1.219, 7.413], [-0.788, 1.533, -3.562], [-0.264, 0.317, -3.477], [0.404, -0.350, -2.108], [-0.224, -0.489, -4.610], [-0.402, -0.199, -5.929], [-0.643, -1.313, -6.790], [-0.822, -1.114, -8.128], [-0.748, 0.186, -8.654], [-0.475, 1.286, -7.817], [-0.300, 1.112, -6.473], [-0.845, 2.067, -2.703], [-1.474, 1.757, -4.269], [0.008, -1.453, -4.391], [-0.702, -2.308, -6.366], [-1.020, -1.953, -8.781], [-0.885, 0.344, -9.716], [-0.385, 2.275, -8.246], [-0.029, 1.951, -5.850], [0.824, 2.154, -0.392]], "gap_ev": [6.69, 3.17], "e_above_lowest_ev": 1.102, "s2": 8.7943, "e_lumo_ha": [-0.2448, -0.3743], "total_energy_ev": -50939.4667, "total_charge": 2, "homo_ha": [-0.4907, -0.4909], "spin_multiplicity": 6}



{"formula": "C19H20ClInN4O4S4Sb", "method": "ωB97M-V/def2-TZVPD", "elements": ["In", "C", "C", "C", "C", "C", "C", "C", "N", "N", "C", "C", "C", "C", "C", "C", "N", "C", "C", "C", "C", "C", "C", "N", "H", "H", "H", "H", "H", "H", "H", "H", "H", "H", "H", "H", "H", "H", "H", "H", "H", "H", "H", "H", "S", "Sb", "S", "S", "S", "O", "Cl", "O", "O", "O"], "coordinates": [[-1.367, 2.848, -1.919], [-0.132, -1.849, -2.316], [0.113, -0.314, -2.733], [1.058, 0.542, -1.926], [2.337, 0.072, -1.638], [3.136, 0.857, -0.815], [2.717, 2.068, -0.334], [1.470, 2.502, -0.848], [0.589, 1.733, -1.572], [-0.590, -2.058, -0.915], [-1.978, -1.545, -0.713], [-2.191, -0.861, 0.630], [-2.663, -1.554, 1.710], [-3.038, -0.845, 2.820], [-3.121, 0.534, 2.806], [-2.765, 1.170, 1.642], [-2.185, 0.492, 0.649], [-0.048, -3.267, -0.263], [1.270, -2.911, 0.406], [1.411, -1.682, 1.098], [2.648, -1.457, 1.693], [3.597, -2.495, 1.725], [3.312, -3.698, 1.137], [2.164, -3.907, 0.455], [0.826, -2.403, -2.464], [-0.867, -2.203, -3.105], [-0.838, 0.132, -2.655], [0.377, -0.329, -3.800], [2.660, -0.911, -1.953], [4.048, 0.427, -0.459], [3.289, 2.698, 0.247], [1.097, 3.477, -0.540], [-2.740, -2.376, -0.765], [-2.297, -0.800, -1.495], [-2.581, -2.639, 1.684], [-3.432, -1.296, 3.663], [-3.548, 1.196, 3.537], [-2.766, 2.188, 1.531], [0.092, -4.098, -1.023], [-0.652, -3.658, 0.543], [0.620, -0.941, 0.986], [2.861, -0.456, 2.106], [4.552, -2.335, 2.132], [4.050, -4.481, 1.020], [-4.038, 4.869, -1.378], [-3.538, 4.289, -3.659], [-3.163, 1.894, -3.120], [-2.316, 4.314, -0.198], [-1.120, 4.769, -3.695], [-0.123, 3.098, 3.549], [0.756, 2.864, 2.433], [1.145, 1.505, 2.443], [0.083, 2.995, 1.175], [1.819, 3.836, 2.484]], "gap_ev": 7.46, "e_above_lowest_ev": 0.000, "e_lumo_ha": 0.0855, "total_energy_ev": -101749.7923, "total_charge": -1, "homo_ha": -0.1887}



{"formula": "C19H20ClN3O6S", "method": "ωB97M-V/def2-TZVPD", "elements": ["C", "C", "C", "N", "C", "O", "C", "N", "C", "C", "C", "Cl", "C", "C", "C", "O", "C", "S", "O", "O", "C", "C", "C", "C", "C", "C", "N", "O", "O", "C", "H", "H", "H", "H", "H", "H", "H", "H", "H", "H", "H", "H", "H", "H", "H", "H", "H", "H", "H", "H"], "coordinates": [[2.708, 4.146, -1.677], [2.624, 3.079, -2.447], [1.512, 2.832, -3.423], [0.714, 1.695, -3.007], [-0.574, 1.808, -2.651], [-1.244, 2.810, -2.777], [-1.167, 0.506, -2.090], [-0.169, -0.253, -1.383], [0.347, 0.237, -0.162], [-0.478, 0.614, 0.884], [0.072, 0.933, 2.115], [-0.983, 1.342, 3.417], [1.438, 0.874, 2.312], [2.268, 0.527, 1.259], [1.742, 0.219, 0.008], [2.471, -0.079, -1.093], [3.835, -0.401, -0.929], [-0.299, -1.928, -1.389], [-0.924, -2.301, -2.620], [0.970, -2.486, -1.049], [-1.414, -2.183, -0.009], [-2.785, -2.100, -0.172], [-3.600, -2.083, 0.944], [-3.081, -2.125, 2.240], [-4.007, -2.050, 3.404], [-1.688, -2.213, 2.370], [-1.024, -2.244, 3.655], [-1.664, -2.561, 4.631], [0.152, -1.953, 3.669], [-0.862, -2.241, 1.251], [3.515, 4.286, -0.977], [1.972, 4.931, -1.721], [3.365, 2.292, -2.390], [1.925, 2.632, -4.419], [0.839, 3.690, -3.476], [1.201, 0.840, -2.774], [-1.500, -0.119, -2.922], [-2.037, 0.769, -1.476], [-1.548, 0.647, 0.750], [1.856, 1.091, 3.281], [3.331, 0.497, 1.427], [3.963, -1.213, -0.210], [4.176, -0.734, -1.908], [4.419, 0.470, -0.615], [-3.193, -2.054, -1.170], [-4.671, -2.019, 0.818], [-4.012, -2.995, 3.945], [-3.682, -1.289, 4.113], [-5.017, -1.824, 3.074], [0.208, -2.316, 1.367]], "gap_ev": 8.11, "e_above_lowest_ev": 4.897, "e_lumo_ha": -0.0274, "total_energy_ev": -60137.1059, "homo_ha": -0.3255}



{"formula": "C19H20CoN7O2S", "method": "ωB97M-V/def2-TZVPD", "elements": ["Co", "N", "C", "C", "C", "C", "C", "N", "C", "C", "C", "C", "C", "N", "H", "H", "H", "H", "H", "H", "H", "H", "H", "O", "N", "N", "O", "C", "C", "C", "C", "C", "C", "H", "H", "H", "H", "H", "S", "C", "N", "C", "C", "N", "H", "H", "H", "H", "H", "H"], "coordinates": [[-0.206, -0.202, -0.685], [2.115, 0.024, 1.554], [2.604, 0.055, 0.267], [4.002, 0.069, 0.109], [4.551, 0.105, -1.150], [3.700, 0.149, -2.250], [2.343, 0.118, -2.028], [1.802, 0.053, -0.801], [0.857, 0.010, 2.106], [0.769, 0.082, 3.509], [-0.467, 0.099, 4.111], [-1.611, 0.055, 3.315], [-1.450, -0.060, 1.955], [-0.246, -0.099, 1.360], [2.849, 0.080, 2.253], [4.636, 0.050, 0.980], [5.623, 0.096, -1.282], [4.086, 0.211, -3.252], [1.641, 0.138, -2.853], [1.665, 0.121, 4.108], [-0.554, 0.146, 5.184], [-2.594, 0.104, 3.750], [-2.302, -0.136, 1.293], [-1.946, 0.274, -1.364], [-2.386, 1.461, -1.353], [-1.552, 2.351, -0.963], [-0.348, 2.006, -0.659], [-1.950, 3.689, -0.861], [-0.956, 4.667, -0.776], [-1.320, 5.992, -0.660], [-2.667, 6.336, -0.623], [-3.654, 5.356, -0.682], [-3.307, 4.026, -0.812], [0.079, 4.364, -0.826], [-0.562, 6.760, -0.626], [-2.950, 7.376, -0.571], [-4.694, 5.641, -0.644], [-4.057, 3.254, -0.871], [-0.306, -2.453, -1.277], [-0.149, -4.105, -0.868], [-1.037, -4.818, -0.188], [-0.752, -6.246, -0.262], [0.558, -6.290, -1.076], [0.835, -4.879, -1.309], [-1.895, -4.462, 0.202], [-1.569, -6.765, -0.769], [-0.635, -6.667, 0.739], [0.433, -6.808, -2.030], [1.377, -6.760, -0.527], [1.593, -4.570, -1.896]], "gap_ev": [5.57, 5.77], "e_lumo_ha": [-0.3056, -0.2991], "total_energy_ev": -82998.0345, "total_charge": 2, "homo_ha": [-0.5102, -0.5110]}



{"formula": "C19H20F2NO", "method": "ωB97M-V/def2-TZVPD", "elements": ["F", "C", "C", "C", "C", "C", "C", "C", "C", "C", "C", "C", "F", "C", "C", "C", "C", "H", "H", "H", "H", "H", "H", "H", "H", "H", "H", "H", "C", "C", "N", "C", "C", "O", "H", "H", "H", "H", "H", "H", "H", "H", "H"], "coordinates": [[-4.007, 2.923, 2.628], [-3.976, 1.552, 2.738], [-5.186, 0.860, 2.746], [-5.135, -0.537, 2.884], [-3.917, -1.197, 2.995], [-2.691, -0.486, 2.956], [-1.430, -1.191, 3.035], [-0.207, -0.618, 2.816], [1.067, -1.321, 2.980], [2.226, -0.443, 3.328], [2.456, 0.699, 2.543], [3.575, 1.485, 2.810], [3.819, 2.568, 2.000], [4.456, 1.215, 3.853], [4.198, 0.092, 4.651], [3.099, -0.732, 4.393], [-2.739, 0.929, 2.847], [-6.126, 1.397, 2.654], [-6.065, -1.104, 2.905], [-3.882, -2.283, 3.103], [-1.473, -2.260, 3.278], [-0.166, 0.426, 2.486], [0.984, -2.203, 3.629], [1.782, 0.950, 1.723], [5.316, 1.857, 4.022], [4.858, -0.135, 5.488], [2.898, -1.610, 5.012], [-1.824, 1.518, 2.852], [3.340, -4.188, 0.097], [3.005, -3.259, 1.269], [1.675, -2.734, 1.123], [0.595, -3.579, 0.689], [1.055, -4.475, -0.459], [2.282, -5.117, -0.126], [3.505, -3.557, -0.800], [4.218, -4.816, 0.310], [3.144, -3.815, 2.220], [3.701, -2.408, 1.259], [1.403, -1.943, 1.767], [0.197, -4.210, 1.508], [-0.204, -2.915, 0.336], [0.352, -5.300, -0.638], [1.172, -3.841, -1.359]], "gap_ev": 5.85, "e_lumo_ha": -0.2263, "total_energy_ev": -28990.1482, "total_charge": 1, "homo_ha": -0.4412}